A structure of composition C51H38CaN5O5P2S3 at a distorted geometry. Source: OMol25; level of theory: ωB97M-V/def2-TZVPD.

For the strongest force on any atom, the calculation gives 0.0955 hartree/bohr. As for the net charge: -1. For the HOMO-LUMO gap (alpha / beta), the calculation gives 4.25 / 5.56 eV. For the calculated total energy, the calculation gives -5171.21221 a.u. Its LUMO energy (alpha / beta) is 1.67 / 1.68 eV.

Each line ends with the Löwdin charge.
Element x y z (Å)
Ca  0.47976  0.68823  0.16535  1.2985
S  3.00968  1.52560  -1.61206  0.5648
S  1.97336  4.31881  -0.93395  0.4345
S  2.16724  4.02777  -3.19066  0.4416
P  -1.88081  3.44371  0.88993  0.8444
P  0.93684  -3.28089  -2.58963  1.0910
O  1.20674  -0.74707  -1.77223  -0.2220
O  2.60378  -5.71757  3.96965  -0.0451
O  -0.85901  2.29217  1.03109  -0.4900
O  -0.92195  -0.25321  -1.23260  -0.2094
O  0.55405  -6.12329  4.61289  -0.0228
N  1.83681  -1.45863  1.09299  0.0622
N  1.40297  -5.42408  4.09160  -0.4068
N  -0.81172  -0.95462  1.54222  0.0280
N  2.14962  1.17783  2.17380  0.0327
N  6.43715  3.10363  1.74504  0.1672
C  1.17384  -2.32801  1.89989  -0.1620
C  2.48205  -1.54843  -5.98205  -0.0658
C  3.14749  -3.53567  2.25994  0.0026
C  -2.31096  -2.44267  3.27483  -0.0219
C  2.13610  0.61248  3.43067  -0.1183
C  5.46600  2.67775  2.20360  -0.1887
C  0.16801  -5.72792  -1.98273  -0.1316
C  1.89636  -3.04814  -4.18935  -0.3558
C  -1.87553  3.95545  -0.91603  -0.2845
C  -6.24862  2.48531  1.64831  -0.0848
C  -2.34191  5.71114  2.47829  -0.0525
C  0.97078  -4.15385  3.51016  -0.1266
C  -0.52908  -2.13631  -2.70680  -0.2177
C  3.08984  -2.59047  -6.67354  -0.1130
C  -1.29104  5.09061  -1.43278  -0.1175
C  -0.34039  -5.22122  -4.27382  -0.0772
C  -0.25324  -7.04432  -2.15443  -0.0836
C  -0.78359  -7.44880  -3.37969  -0.1065
C  -0.95011  -2.76828  3.06751  -0.1371
C  2.58371  -4.08612  -4.84986  -0.0936
C  1.76387  -3.42119  2.55421  -0.0546
C  -0.04079  4.88025  2.32269  -0.0818
C  -1.84688  4.35101  -3.71880  -0.0974
C  1.86009  -1.81820  -4.73986  -0.1117
C  -0.02676  -0.94914  -1.82070  -0.7547
C  -1.38252  4.80292  1.92425  -0.2667
C  3.08764  0.78344  4.37558  -0.0473
C  0.15423  -4.83147  -3.01123  -0.4368
C  -4.56389  3.69241  0.36280  -0.0764
C  0.31855  5.90569  3.14525  -0.0822
C  -1.38266  5.31728  -2.81706  -0.0953
C  3.81390  -2.69558  1.39440  -0.0552
C  -0.62894  6.68349  3.84704  -0.0712
C  -2.36188  3.16491  -3.22482  -0.0653
C  -3.91203  2.23764  2.26777  -0.0558
C  3.16651  -3.84300  -6.08763  -0.1063
C  -0.81283  -6.53893  -4.43353  -0.0985
C  4.20996  1.58223  4.03571  0.0090
C  -0.33422  -3.87778  3.76547  0.0034
C  -5.28050  2.02269  2.49834  -0.0841
C  -2.88200  -1.38681  2.56628  -0.0803
C  -0.20791  -1.98483  2.14343  -0.1690
C  -2.36182  2.96690  -1.80444  -0.0729
C  -5.84902  3.24310  0.55074  -0.0912
C  2.43843  3.06080  -1.85996  -1.8743
C  -3.58852  3.10573  1.20284  -0.2983
C  3.22307  1.91369  1.85762  -0.1065
C  -2.07684  -0.61456  1.78517  -0.1825
C  4.28218  2.13548  2.75751  -0.2098
C  3.13258  -1.61242  0.90248  -0.1571
C  -1.95624  6.62774  3.47212  -0.0896
H  -0.05266  -7.81425  -1.42446  0.0979
H  -5.51912  1.49416  3.43413  0.1144
H  -2.73466  7.28155  3.80258  0.0934
H  -2.89534  2.46743  -3.83537  0.0940
H  4.80983  -3.00740  1.06050  0.1129
H  -0.29813  -4.54754  -5.14636  0.1147
H  -4.23917  4.39079  -0.44677  0.1263
H  -0.70306  -1.78416  -3.75306  0.0963
H  -6.63013  3.49049  -0.20885  0.1198
H  1.37064  -1.00508  -4.18778  0.0970
H  1.25447  0.00580  3.69014  0.1218
H  -2.82057  2.00229  -1.45306  0.1251
H  -0.79609  5.79712  -0.78334  0.0951
H  -3.97663  -1.19090  2.60899  0.1085
H  4.97484  1.75784  4.78882  0.1189
H  3.32554  2.40608  0.85787  0.0543
H  -1.43298  -2.62762  -2.32412  0.0881
H  -3.37835  5.69348  2.06279  0.1139
H  3.74724  -4.29850  2.74564  0.0969
H  3.74197  -4.59947  -6.58062  0.0893
H  3.65737  -0.87551  0.30814  0.0963
H  -1.14381  -8.46164  -3.48932  0.0916
H  1.35348  6.13450  3.30707  0.1023
H  0.76611  4.18942  1.95416  0.1022
H  2.39279  -0.54465  -6.37013  0.0969
H  -1.35262  -6.81199  -5.36014  0.1012
H  3.58693  -2.40020  -7.63959  0.1016
H  2.75314  -5.01587  -4.33336  0.1035
H  3.01213  0.26603  5.33667  0.1167
H  -3.18749  1.79517  2.91736  0.1043
H  -0.93474  6.22322  -3.25545  0.1091
H  -0.91769  -4.46980  4.43851  0.1001
H  -2.42256  0.29524  1.27499  0.0820
H  -0.24263  7.38890  4.60157  0.1108
H  -2.79994  -2.95232  4.08808  0.1043
H  0.52056  -5.46391  -1.00707  0.0860
H  -1.91088  4.59983  -4.83317  0.1284
H  -7.30677  2.21711  1.72479  0.1118

Atomic forces in eV per Å
Ca 1.3 -0.3 0.4
S -0.3 0.3 0.0
S -0.9 1.7 4.5
S 0.2 -0.2 -3.6
P 2.7 -0.7 -2.3
P 0.8 0.2 -0.3
O -0.9 0.0 0.3
O 0.5 -0.6 0.3
O -2.0 1.5 0.4
O 0.2 -0.3 -0.7
O -0.5 -1.1 1.0
N -0.2 0.0 0.7
N 0.5 3.0 -2.0
N 1.3 0.7 0.2
N 0.8 0.4 1.0
N -0.6 -0.3 0.3
C 0.3 1.0 -0.8
C -0.7 -0.5 0.6
C 0.3 -1.1 0.5
C 0.3 0.8 -0.3
C -1.7 0.0 -1.6
C 1.4 1.0 -0.1
C -0.4 -1.8 0.6
C -0.8 -1.4 0.9
C -0.1 -1.9 0.6
C -0.1 0.0 -0.9
C 0.6 -0.7 -0.9
C 1.4 -2.7 0.5
C 1.2 0.6 -0.1
C 0.3 1.0 -0.4
C -0.5 0.4 -0.9
C 0.0 -0.9 0.1
C 0.0 -0.4 -0.9
C 0.4 0.5 0.4
C 0.4 -1.3 1.1
C 0.3 0.7 0.2
C 1.0 0.8 0.3
C 0.4 -0.7 -1.1
C -0.6 0.9 -0.9
C 0.3 2.1 -1.3
C -1.4 -0.3 -1.1
C -0.8 0.7 1.2
C 1.8 0.8 0.3
C -0.3 -0.1 -1.4
C 1.0 -0.6 0.2
C -0.3 1.0 1.6
C 1.2 0.2 -0.4
C 0.1 -1.1 0.3
C 1.0 0.3 -0.5
C 0.0 0.4 2.3
C -1.6 1.3 -1.2
C -0.1 -0.1 0.6
C -0.9 0.8 -0.5
C -0.6 -0.3 0.3
C -1.9 2.6 -1.2
C 0.9 -0.7 1.7
C -1.5 -1.0 1.3
C -2.0 -0.2 0.3
C -0.6 -0.4 -1.1
C -1.8 0.8 -1.2
C 0.9 -1.5 -0.7
C -0.1 -0.5 0.5
C -0.3 0.2 -0.1
C 0.6 0.4 -1.3
C -0.7 -1.3 0.4
C -0.1 0.2 -0.9
C -0.4 -0.9 -1.2
H -0.3 0.2 0.5
H -0.2 0.0 -0.7
H -0.1 0.4 0.7
H 0.2 -0.5 -0.4
H -0.2 0.7 0.4
H -0.1 -0.3 0.6
H -0.6 -0.9 0.8
H 0.0 -0.2 0.8
H 0.7 0.1 0.8
H 0.3 -0.2 -0.4
H 0.4 0.2 -0.5
H 0.6 1.1 -0.1
H -0.1 0.2 0.0
H 0.9 0.0 0.3
H 0.1 -0.1 -0.3
H -0.5 -0.8 0.8
H 0.3 0.3 0.0
H 0.9 0.0 0.7
H -0.5 -0.1 -0.1
H 0.1 -0.5 -0.2
H -0.2 0.2 -0.3
H 0.0 -0.1 -0.2
H 0.4 -0.3 0.3
H -1.2 0.7 0.1
H 0.2 0.0 -0.2
H 0.7 0.1 0.4
H -0.4 -0.1 0.5
H -0.2 -0.4 -0.1
H 0.0 0.4 -0.4
H 0.5 -0.1 0.1
H -0.3 -0.4 0.4
H -0.1 -0.2 0.1
H 0.1 -0.6 0.1
H -0.5 -0.3 -0.5
H -0.5 -0.3 -0.2
H 0.4 0.4 0.3
H 0.3 -0.4 1.8
H 0.5 0.1 0.3